DFT (wB97M-V/def2-TZVPD) results for C33H45Cl4CoN2O2PSbSi3 as an isolated structure.

**Total charge**: 0
**Multiplicity**: 5
**<S²>**: 6.03

Last column: Löwdin charge in e.
Element x y z (Å)
Co: -0.807 -0.702 0.592  0.439
Cl: -4.185 -5.937 3.572  0.687
C: -3.279 -4.511 3.258  -0.699
C: -2.622 -3.848 4.341  -0.691
Cl: -2.758 -4.498 5.923  0.696
C: -1.889 -2.706 4.128  -0.609
Cl: -1.096 -1.882 5.416  0.730
C: -1.758 -2.158 2.829  -0.353
O: -1.102 -1.094 2.582  -0.152
C: -2.421 -2.831 1.712  -0.354
O: -2.303 -2.348 0.568  -0.029
C: -3.187 -4.017 1.988  -0.608
Cl: -3.959 -4.764 0.653  0.742
C: 1.212 0.200 -6.561  -0.093
C: -0.114 -0.182 -6.434  -0.085
C: -0.643 -0.478 -5.184  -0.082
C: 0.147 -0.391 -4.040  -0.356
C: 1.481 -0.004 -4.181  -0.127
C: 2.011 0.284 -5.428  -0.082
P: -0.493 -0.685 -2.343  1.076
C: -2.042 -1.602 -2.671  -0.390
C: -2.129 -2.990 -2.631  -0.068
C: -3.347 -3.621 -2.832  -0.086
C: -4.493 -2.876 -3.070  -0.084
C: -4.421 -1.491 -3.102  -0.085
C: -3.203 -0.860 -2.895  -0.150
C: 0.623 -1.933 -1.653  -0.462
C: 1.471 -2.771 -2.374  -0.105
C: 2.259 -3.689 -1.693  -0.093
C: 2.162 -3.777 -0.307  -0.091
C: 1.286 -2.953 0.389  -0.123
C: 0.507 -1.990 -0.259  -0.251
H: 1.623 0.425 -7.536  0.100
H: -0.743 -0.260 -7.311  0.102
H: -1.675 -0.792 -5.107  0.094
H: 2.117 0.056 -3.306  0.083
H: 3.051 0.572 -5.517  0.103
H: -1.243 -3.576 -2.421  0.109
H: -3.403 -4.701 -2.790  0.103
H: -5.443 -3.374 -3.218  0.103
H: -5.313 -0.903 -3.282  0.102
H: -3.149 0.225 -2.916  0.102
H: 1.525 -2.706 -3.455  0.104
H: 2.935 -4.336 -2.237  0.097
H: 2.773 -4.496 0.228  0.098
H: 1.226 -3.059 1.469  0.083
C: 1.932 2.674 -1.993  -0.231
Si: 2.713 1.948 -0.451  0.298
C: 3.998 3.151 0.196  -0.211
C: 3.496 0.277 -0.754  -0.215
Sb: 0.805 1.554 1.195  0.948
Si: -0.222 3.859 1.531  0.283
C: -1.055 4.340 -0.082  -0.222
C: -1.541 3.721 2.858  -0.220
C: 1.041 5.158 2.011  -0.219
Si: 1.912 0.971 3.423  0.302
C: 0.684 1.364 4.779  -0.230
C: 3.507 1.918 3.698  -0.224
C: 2.253 -0.864 3.358  -0.221
H: 2.632 2.648 -2.833  0.034
H: 1.659 3.718 -1.823  0.018
H: 1.033 2.130 -2.290  0.005
H: 4.763 3.323 -0.566  0.036
H: 4.493 2.772 1.090  0.009
H: 3.550 4.114 0.445  0.012
H: 4.213 0.334 -1.579  0.039
H: 2.754 -0.488 -0.988  0.001
H: 4.039 -0.056 0.134  0.031
H: -1.874 3.659 -0.326  0.015
H: -0.361 4.330 -0.922  0.009
H: -1.478 5.346 -0.002  0.036
H: -2.195 2.866 2.675  0.006
H: -2.159 4.623 2.870  0.036
H: -1.108 3.597 3.851  0.014
H: 1.747 5.339 1.199  0.014
H: 1.612 4.844 2.887  0.021
H: 0.551 6.106 2.248  0.034
H: 0.553 2.440 4.906  0.015
H: 1.038 0.957 5.730  0.036
H: -0.284 0.911 4.560  0.004
H: 3.379 2.992 3.550  0.018
H: 4.288 1.574 3.017  0.018
H: 3.863 1.756 4.719  0.034
H: 1.312 -1.413 3.308  0.000
H: 2.789 -1.179 4.257  0.039
H: 2.851 -1.137 2.486  0.024
N: -3.424 0.462 1.426  -0.002
N: -2.614 0.404 0.246  -0.092
H: -4.016 1.284 1.420  0.076
H: -2.807 0.490 2.229  0.049
H: -2.388 1.325 -0.119  0.065
H: -3.124 -0.114 -0.465  0.065

DFT (wB97M-V/def2-TZVPD) results for a 5-piece molecular cluster, C6H20IO6 overall.

**Total charge**: -1

Last column: Löwdin charge in e.
Element x y z (Å)
I: -0.839 1.828 -0.349  0.041
C: 1.086 0.434 -3.697  -0.180
O: 0.010 -0.335 -3.173  -0.189
H: 1.959 0.367 -3.045  0.061
H: 1.321 0.037 -4.685  0.066
H: 0.793 1.480 -3.829  0.072
H: -0.320 0.143 -2.395  -0.082
C: -2.832 -1.902 -1.908  -0.150
O: -2.978 -1.168 -0.707  -0.184
H: -3.349 -1.401 -2.728  0.077
H: -1.781 -2.058 -2.159  0.072
H: -3.278 -2.884 -1.742  0.077
H: -2.445 -0.355 -0.796  -0.051
C: -2.221 -2.476 2.750  -0.281
C: -1.594 -1.103 2.872  -0.270
O: -2.443 -0.140 2.278  -0.111
O: -2.228 -2.933 1.422  -0.082
H: -3.242 -2.404 3.150  0.113
H: -1.665 -3.208 3.343  0.110
H: -0.606 -1.115 2.394  0.120
H: -1.380 -0.875 3.927  0.110
H: -2.015 0.145 1.453  -0.073
H: -2.580 -2.222 0.849  0.048
C: 3.769 2.771 1.076  -0.264
C: 3.521 1.429 0.438  -0.273
O: 2.706 1.539 -0.710  -0.134
O: 2.634 3.227 1.801  -0.081
H: 4.066 3.502 0.317  0.116
H: 4.595 2.699 1.795  0.111
H: 3.075 0.748 1.172  0.122
H: 4.471 0.983 0.119  0.112
H: 1.773 1.597 -0.429  -0.097
H: 2.014 3.650 1.200  0.071

DFT (wB97M-V/def2-TZVPD) results for a 2-piece molecular cluster, C6H10OSi overall at a distorted geometry.

**Total charge**: 0

Last column: Löwdin charge in e.
Element x y z (Å)
C: -0.153 -0.504 -2.891  -0.067
C: 0.554 0.221 -1.893  -0.079
C: -0.962 -1.392 -2.215  -0.093
C: 0.146 -0.246 -0.672  -0.392
C: -1.030 -0.603 2.051  -0.188
C: 0.955 1.805 1.542  -0.232
O: -0.768 -1.235 -0.864  -0.066
Si: 0.569 -0.001 1.101  0.674
H: -0.066 -0.176 -3.943  0.115
H: 1.028 1.103 -2.101  0.076
H: -1.699 -2.030 -2.703  0.122
H: -1.725 -0.972 1.312  0.009
H: -1.026 -1.494 2.666  0.019
H: -1.407 0.204 2.639  0.008
H: 1.488 2.089 0.655  -0.004
H: 0.003 2.428 1.744  0.067
H: 1.639 1.958 2.378  0.018
H: 2.454 -1.155 1.195  0.014

ΔE to the lowest compared entry with this formula, charge and spin, record by record: 8.5, 0.0, 292.7 kJ/mol